1.
{
  "formula": "C4H11N3O",
  "method": "ωB97M-V/def2-TZVPD",
  "smiles": "[H]/N=C(/N)N[C@@H](C)CO",
  "e_tot_ev": -10842.305,
  "e_above_lowest_kcal_mol": 67.0,
  "lumo_ha": 0.0277,
  "fmax_ha_per_bohr": 0.094,
  "gap_ev": 10.07,
  "symbols": ["C", "C", "C", "C", "H", "H", "H", "H", "H", "H", "H", "H", "H", "H", "H", "N", "N", "N", "O"],
  "coordinates": [[-1.0831, 1.4796, -0.7894], [-0.9017, 0.0066, -0.9219], [0.3597, -0.5067, -1.6267], [0.0930, -0.5246, 1.3614], [-1.3744, 2.0131, -1.7678], [-0.0700, 1.9505, -0.4368], [-1.8828, 1.6303, 0.1052], [-1.7752, -0.3870, -1.4281], [0.7759, -1.4387, -0.9895], [0.1154, -0.7748, -2.7484], [1.8209, 0.5278, -0.6133], [-1.5372, -1.4000, 0.4758], [1.4007, 0.8356, 1.9498], [-0.0115, 1.3432, 0.9180], [-0.0607, -2.3350, 1.9568], [-0.9900, -0.4970, 0.4395], [0.6990, 0.6842, 1.1829], [0.2733, -1.3785, 2.2235], [1.4894, 0.4556, -1.5603]]
}

2.
{
  "formula": "C4H11N3O",
  "method": "ωB97M-V/def2-TZVPD",
  "spin_multiplicity": 2,
  "e_tot_ev": -10836.239,
  "total_charge": 1,
  "e_above_lowest_kcal_mol": 22.1,
  "lumo_ha": [-0.1036, -0.2735],
  "fmax_ha_per_bohr": 0.025,
  "gap_ev": [11.20, 6.54],
  "symbols": ["O", "C", "N", "C", "C", "N", "C", "N", "H", "H", "H", "H", "H", "H", "H", "H", "H", "H", "H"],
  "coordinates": [[1.0167, -0.1891, -1.1732], [0.0627, -0.7203, -0.6247], [-0.7082, -1.6357, -1.2164], [-1.6842, -2.5118, -0.5532], [-0.4264, -0.1851, 0.7542], [0.4675, 0.7459, 1.3793], [0.3238, 2.1585, 1.1989], [0.7727, 2.4612, -0.1356], [-0.4252, -1.9797, -2.1205], [-1.6785, -3.4699, -1.0458], [-2.6869, -2.1356, -0.7075], [-1.5120, -2.6001, 0.5160], [-0.6284, -1.0381, 1.3911], [-1.3817, 0.3047, 0.5319], [1.4235, 0.4020, 1.3995], [-0.7020, 2.4767, 1.3547], [0.9354, 2.7223, 1.9128], [1.7761, 2.5648, -0.2623], [0.4068, 1.8706, -0.8774]]
}

3.
{
  "formula": "C4H11N3O",
  "method": "ωB97M-V/def2-TZVPD",
  "e_tot_ev": -10825.149,
  "total_charge": 2,
  "e_above_lowest_kcal_mol": 23.7,
  "lumo_ha": -0.2606,
  "fmax_ha_per_bohr": 0.078,
  "gap_ev": 10.97,
  "symbols": ["C", "C", "C", "C", "N", "N", "N", "O", "H", "H", "H", "H", "H", "H", "H", "H", "H", "H", "H"],
  "coordinates": [[1.8249, -1.6134, -2.4356], [-1.6078, 1.9679, 2.2598], [-2.1248, 0.5851, 1.8885], [-0.3196, 0.7978, 0.5121], [2.4377, -1.7444, -1.2969], [1.3101, -2.5925, -3.1074], [-0.5697, 2.1281, 1.1391], [-1.1670, 0.0625, 0.9946], [-2.3502, 2.8107, 2.3661], [-0.9517, 1.9464, 3.1813], [-2.3141, -0.0219, 2.7388], [-3.0101, 0.7575, 1.2234], [1.7031, -0.5595, -2.8336], [2.7744, -0.9682, -0.6330], [2.3758, -2.6737, -0.7952], [0.9992, -2.5091, -4.1152], [1.4930, -3.5394, -3.0576], [-0.7318, 2.7174, 0.3093], [0.2288, 2.4486, 1.6614]]
}